Entry 1:
{"formula": "C52H66BGeN13SSr", "method": "wB97M-V/def2-TZVPD", "symbols": ["Sr", "C", "C", "N", "N", "C", "B", "N", "C", "C", "C", "N", "N", "C", "C", "C", "N", "N", "C", "C", "C", "N", "H", "H", "H", "H", "H", "H", "H", "H", "H", "H", "H", "H", "N", "C", "C", "C", "C", "C", "C", "N", "C", "C", "C", "S", "C", "N", "H", "H", "H", "H", "H", "H", "H", "C", "C", "C", "C", "C", "C", "C", "C", "C", "C", "C", "C", "N", "C", "C", "N", "C", "C", "C", "C", "C", "C", "C", "C", "C", "C", "C", "C", "H", "H", "H", "H", "H", "H", "H", "H", "H", "H", "H", "H", "H", "H", "H", "H", "H", "H", "H", "H", "H", "H", "H", "H", "H", "H", "H", "H", "H", "H", "H", "H", "H", "H", "H", "H", "C", "Ge", "C", "C", "C", "H", "H", "H", "H", "H", "H", "H", "H", "H", "H", "H"], "positions_angstrom": [[0.5068, 0.9229, 0.7787], [4.4372, 1.8784, -1.9256], [3.6504, 1.0437, -1.1173], [2.3974, 1.4845, -1.0587], [2.3482, 2.5964, -1.8252], [3.5644, 2.8554, -2.3516], [1.0458, 3.4268, -2.0210], [-0.1693, 2.5242, -2.3374], [-0.9317, 2.3994, -3.4461], [-1.9450, 1.5114, -3.1764], [-1.7326, 1.1234, -1.8453], [-0.6727, 1.7419, -1.3394], [0.7496, 4.1789, -0.6943], [0.0066, 5.2932, -0.5233], [0.0679, 5.6519, 0.8046], [0.8885, 4.6693, 1.3838], [1.2926, 3.7837, 0.4800], [1.3534, 4.4931, -3.0963], [2.0020, 5.6610, -2.8458], [2.2623, 6.2691, -4.0477], [1.7311, 5.3764, -5.0012], [1.1966, 4.3116, -4.4276], [5.4808, 1.7782, -2.1786], [3.9297, 0.1411, -0.5923], [3.7376, 3.7078, -2.9904], [-0.6974, 2.9454, -4.3414], [-2.7081, 1.1775, -3.8564], [-2.3029, 0.4417, -1.2265], [-0.5116, 5.7508, -1.3526], [-0.4028, 6.4955, 1.2842], [1.2123, 4.5708, 2.4097], [2.2445, 5.9641, -1.8384], [2.7554, 7.2142, -4.2148], [1.7213, 5.4664, -6.0783], [4.6924, -1.6012, 2.5553], [4.6077, -2.5715, 1.5814], [5.4080, -3.6644, 1.2758], [4.9853, -4.4582, 0.2292], [3.8095, -4.1696, -0.4797], [3.0201, -3.0765, -0.1753], [3.4378, -2.2623, 0.8737], [2.8433, -1.1286, 1.4166], [3.6056, -0.7890, 2.4149], [3.3012, 0.2712, 3.3726], [3.9909, 0.5637, 4.5015], [3.1845, 1.7874, 5.3775], [1.9650, 1.8354, 4.1673], [2.1590, 1.0081, 3.1951], [5.4056, -1.5165, 3.2556], [6.3085, -3.8945, 1.8319], [5.5718, -5.3259, -0.0450], [3.5179, -4.8219, -1.2885], [2.0962, -2.8604, -0.7056], [4.9005, 0.1229, 4.8843], [1.1125, 2.5056, 4.2423], [1.8349, 1.1500, -3.7397], [1.8289, -0.2938, -3.2327], [3.1757, -0.9451, -3.5502], [0.6897, -1.0810, -3.8472], [0.6559, -1.2069, -5.2318], [-0.3580, -1.8876, -5.8788], [-1.4048, -2.3839, -5.1236], [-1.4249, -2.2816, -3.7343], [-2.7044, -2.7281, -3.0453], [-3.8982, -1.9001, -3.5364], [-2.9696, -4.2210, -3.2609], [-0.3138, -1.6899, -3.0526], [-0.2283, -1.6771, -1.6401], [-0.4030, -2.8452, -1.0067], [-0.8127, -3.0133, 0.3390], [-1.0209, -2.0339, 1.2138], [-1.7661, -2.2775, 2.3973], [-3.1303, -1.8817, 2.4169], [-3.8970, -2.0482, 3.5631], [-3.3604, -2.6173, 4.7058], [-2.0372, -3.0108, 4.6909], [-1.2194, -2.8485, 3.5697], [0.2429, -3.2079, 3.7699], [1.0663, -1.9250, 3.8580], [0.8759, -4.1807, 2.7686], [-3.8004, -1.3669, 1.1610], [-4.4517, -2.5430, 0.4345], [-4.8426, -0.2747, 1.4302], [2.6585, 1.7142, -3.2903], [0.8980, 1.6524, -3.4959], [1.9616, 1.1807, -4.8265], [1.6753, -0.2767, -2.1558], [3.3912, -0.8702, -4.6213], [3.1737, -1.9997, -3.2830], [3.9850, -0.4477, -3.0043], [1.4563, -0.7684, -5.8217], [-0.3439, -2.0091, -6.9566], [-2.2363, -2.8697, -5.6275], [-2.6063, -2.5495, -1.9776], [-4.0711, -2.0429, -4.6083], [-3.7163, -0.8435, -3.3611], [-4.8121, -2.1865, -3.0040], [-3.0845, -4.4502, -4.3264], [-3.8816, -4.5315, -2.7499], [-2.1415, -4.8198, -2.8725], [-0.3541, -3.7812, -1.5766], [-1.0880, -4.0445, 0.5882], [-4.9339, -1.7256, 3.5588], [-3.9625, -2.7498, 5.5980], [-1.6095, -3.4573, 5.5851], [0.2948, -3.6942, 4.7471], [1.0111, -1.3944, 2.9106], [2.1190, -2.1570, 4.0720], [0.6869, -1.2698, 4.6481], [1.1507, -3.6795, 1.8402], [0.2005, -5.0043, 2.5295], [1.7883, -4.6060, 3.2042], [-3.0163, -0.9585, 0.5230], [-5.2061, -3.0038, 1.0813], [-3.7099, -3.3032, 0.1795], [-4.9418, -2.2104, -0.4848], [-5.7964, -0.7033, 1.7560], [-5.0345, 0.2951, 0.5155], [-4.4951, 0.4216, 2.1959], [-3.3742, 3.9323, 2.3536], [-2.2879, 2.6909, 3.4328], [-3.5143, 2.0258, 4.8492], [-1.0635, 3.8404, 4.4940], [-1.5485, 1.2607, 2.3953], [-3.8767, 4.6636, 2.9946], [-4.1366, 3.3748, 1.8014], [-2.7547, 4.4711, 1.6284], [-4.0069, 2.8515, 5.3794], [-2.9513, 1.4338, 5.5802], [-4.2843, 1.3777, 4.4188], [-1.6462, 4.6019, 5.0212], [-0.3288, 4.3498, 3.8629], [-0.5355, 3.2489, 5.2524], [-2.3407, 1.0412, 1.6576], [-1.5174, 0.3963, 3.0789]], "spin_multiplicity": 2, "homo_ev": [-2.995, -4.283], "total_charge": -1, "e_lumo_ev": [1.624, 1.624], "homo_lumo_gap_ev": [4.619, 5.907]}


Entry 2:
{"formula": "C52H67Br54Cl2N3O2", "method": "wB97M-V/def2-TZVPD", "symbols": ["C", "C", "C", "C", "C", "C", "C", "C", "C", "C", "C", "C", "C", "C", "C", "C", "C", "C", "C", "C", "C", "C", "C", "C", "C", "N", "C", "C", "Cl", "C", "C", "Cl", "C", "N", "C", "C", "C", "O", "O", "N", "C", "H", "H", "H", "H", "H", "H", "H", "H", "H", "H", "H", "H", "H", "H", "H", "H", "H", "H", "H", "H", "H", "H", "H", "H", "H", "H", "H", "H", "H", "H", "H", "H", "H", "H", "H", "H", "H", "H", "H", "H", "H", "H", "H", "H", "H", "H", "H", "H", "H", "C", "Br", "Br", "Br", "H", "C", "Br", "Br", "Br", "H", "C", "Br", "Br", "Br", "H", "C", "Br", "Br", "Br", "H", "C", "Br", "Br", "Br", "H", "C", "Br", "Br", "Br", "H", "C", "Br", "Br", "Br", "H", "C", "Br", "Br", "Br", "H", "C", "Br", "Br", "Br", "H", "C", "Br", "Br", "Br", "H", "C", "Br", "Br", "Br", "H", "C", "Br", "Br", "Br", "H", "C", "Br", "Br", "Br", "H", "C", "Br", "Br", "Br", "H", "C", "Br", "Br", "Br", "H", "C", "Br", "Br", "Br", "H", "C", "Br", "Br", "Br", "H", "C", "Br", "Br", "Br", "H"], "positions_angstrom": [[12.9353, -4.5260, 0.7929], [11.6324, -4.0197, -0.1255], [10.6380, -3.0102, 0.7103], [9.4144, -2.3676, -0.2299], [8.4557, -1.3544, 0.6547], [7.3635, -0.5090, -0.2289], [5.9882, -1.3642, -0.5979], [4.9855, -0.5391, -1.6037], [3.3961, -0.5250, -1.0850], [2.4566, -1.5954, -1.9270], [0.8247, -1.2653, -1.7928], [0.0439, -2.6865, -1.5519], [-1.1539, -2.6114, -0.4009], [-2.7127, -2.9418, -0.8532], [-3.1077, -3.2952, -2.4386], [-3.1109, -1.8221, -3.2187], [-4.5671, -1.0405, -3.1059], [-4.8774, 0.0816, -1.9070], [-6.3763, 0.8137, -1.8266], [-7.5662, 0.4449, -2.9426], [-7.1766, -0.6635, -4.1163], [-5.7064, -1.4015, -4.2312], [-3.8925, -2.9123, 0.3323], [-5.4497, -3.2630, -0.1709], [-5.8253, -4.8480, 0.0238], [-4.6962, -5.8142, -0.2650], [-3.4807, -2.5279, 1.8723], [-4.7075, -2.5268, 3.0095], [-5.0084, -0.7253, 3.4787], [-4.3655, -3.4300, 4.3344], [-5.4951, -4.5514, 4.7249], [-4.2569, -2.2510, 5.7970], [-1.9018, -2.1580, 2.2651], [-1.6463, -1.7746, 3.6960], [-0.2063, -1.4496, 3.9707], [0.9385, -1.5649, 2.8216], [2.4977, -1.1805, 3.2886], [3.0888, -2.3404, 3.9777], [3.9638, -2.8500, 3.1550], [0.7544, -1.9464, 1.3803], [-0.7094, -2.2108, 1.1595], [12.6137, -4.7479, 1.9167], [13.3982, -5.5254, 0.3871], [13.7948, -3.7261, 0.7915], [11.1022, -4.9983, -0.5037], [12.1059, -3.5083, -1.0936], [10.2084, -3.6515, 1.6186], [11.3146, -2.1635, 1.1858], [9.9649, -1.7834, -1.1087], [8.7954, -3.2880, -0.6166], [8.0046, -1.9404, 1.5705], [9.1965, -0.5485, 1.1273], [7.0014, 0.3897, 0.4552], [7.8965, -0.0480, -1.1641], [6.3712, -2.3137, -1.2110], [5.4784, -1.7545, 0.3833], [5.0360, -1.0478, -2.6774], [5.4095, 0.5579, -1.6803], [3.4396, -0.9381, 0.0243], [2.9890, 0.5839, -1.1518], [2.7444, -2.6614, -1.5403], [2.8282, -1.5411, -3.0535], [0.5461, -0.7319, -2.8232], [0.6212, -0.4805, -0.9462], [-0.3340, -3.0550, -2.5983], [0.7850, -3.5369, -1.1607], [-4.1171, -3.8778, -2.5414], [-2.2823, -3.9818, -2.9584], [-2.3355, -1.1193, -2.6457], [-2.7234, -1.9358, -4.3231], [-4.0696, 0.3929, -1.0963], [-6.6495, 1.6155, -0.9930], [-8.6296, 0.9336, -2.8835], [-7.9723, -0.9592, -4.9512], [-5.4503, -2.1711, -5.0782], [-5.6343, -2.9197, -1.2979], [-6.2325, -2.6388, 0.4691], [-6.0892, -4.9866, 1.1784], [-6.7696, -5.1860, -0.6002], [-4.3796, -5.7805, -1.2595], [-3.9103, -5.7011, 0.4129], [-5.7270, -2.9143, 2.5810], [-3.3168, -3.9515, 4.2618], [-6.6073, -4.2012, 4.6087], [-5.3172, -5.6051, 4.1938], [-5.3478, -4.7782, 5.8878], [0.0947, -1.1037, 5.0490], [3.0853, -0.8735, 2.2977], [2.4908, -0.1949, 3.9615], [4.4218, -3.5906, 3.6691], [-6.5356, 4.9194, -2.2185], [-5.7488, 3.1409, -2.2627], [-5.4362, 6.1727, -1.2160], [-6.9382, 5.5775, -4.0042], [-7.4890, 4.8341, -1.6867], [-4.5945, -4.2663, -7.5289], [-6.0361, -3.0393, -7.9766], [-3.0438, -3.3322, -6.8167], [-5.1940, -5.6846, -6.3402], [-4.2793, -4.7435, -8.4626], [6.1075, 1.0302, 3.9589], [7.7806, 1.9849, 4.2299], [5.0222, 1.8516, 2.5690], [6.4006, -0.8634, 3.6240], [5.5413, 1.1058, 4.8932], [9.5618, 5.4340, 6.2281], [10.3081, 4.6797, 4.5977], [8.2260, 6.7968, 5.8498], [8.8731, 4.0550, 7.4145], [10.3831, 5.9294, 6.7564], [-1.4230, 5.3602, -0.8995], [-0.8691, 6.2728, 0.7267], [-0.0177, 5.3612, -2.2447], [-2.0752, 3.5641, -0.5354], [-2.2629, 5.9274, -1.3142], [-0.8279, 9.2675, 4.0675], [-1.4526, 10.0939, 2.4210], [0.0131, 7.5444, 3.7389], [0.3311, 10.4572, 5.0802], [-1.7116, 9.0792, 4.6860], [-2.4382, 0.8435, 8.1825], [-1.6919, 0.0892, 6.5521], [-3.7740, 2.2062, 7.8043], [-3.1269, -0.5356, 9.3690], [-1.6169, 1.3389, 8.7108], [-7.3425, -4.0238, -12.0581], [-6.4183, -3.3902, -13.6483], [-9.1307, -4.6700, -12.4694], [-6.2972, -5.3509, -11.0938], [-7.4591, -3.1628, -11.3917], [-8.9397, -6.0052, -4.0612], [-10.5531, -6.3312, -3.0244], [-9.0627, -6.7622, -5.8490], [-8.4769, -4.1163, -4.1052], [-8.1212, -6.5231, -3.5503], [-1.8160, 11.0940, -1.3475], [-0.1429, 12.0487, -1.0766], [-2.9013, 11.9154, -2.7375], [-1.5228, 9.2004, -1.6825], [-2.3822, 11.1695, -0.4133], [-5.6180, 14.8254, -2.1446], [-7.0596, 16.0523, -2.5923], [-4.0673, 15.7595, -1.4325], [-6.2175, 13.4070, -0.9560], [-5.3028, 14.3481, -3.0784], [8.4058, -3.5871, -4.4308], [8.9852, -1.8155, -3.8744], [9.8828, -4.8526, -4.4705], [6.9247, -4.2370, -3.3501], [8.0362, -3.4949, -5.4574], [-2.1329, -6.9370, -8.2874], [-1.2468, -5.8094, -9.6017], [-3.1499, -8.3665, -9.1281], [-0.8850, -7.6200, -6.9607], [-2.8508, -6.3042, -7.7552], [-2.1514, 10.2168, 8.9286], [-2.7760, 11.0432, 7.2821], [-1.3103, 8.4937, 8.6000], [-0.9924, 11.4065, 9.9413], [-3.0351, 10.0285, 9.5471], [8.1928, 11.2014, 6.6248], [9.4294, 10.5301, 5.2816], [8.0597, 13.1417, 6.5809], [6.4475, 10.3530, 6.4905], [8.6052, 10.9313, 7.6026], [-7.8329, -7.5072, -15.3702], [-6.9468, -6.3796, -16.6845], [-8.8499, -8.9367, -16.2108], [-6.5850, -8.1902, -14.0434], [-8.5508, -6.8743, -14.8380], [12.1380, 1.0648, 7.8069], [10.5246, 0.7388, 8.8436], [12.0150, 0.3078, 6.0191], [12.6008, 2.9537, 7.7628], [12.9564, 0.5469, 8.3178], [-6.7429, -1.8500, 10.9651], [-8.0359, -0.8203, 11.9909], [-6.7355, -3.7249, 11.4838], [-6.9984, -1.6300, 9.0494], [-5.7526, -1.4483, 11.2038]], "homo_ev": -8.174, "e_lumo_ev": -1.274, "homo_lumo_gap_ev": 6.900}